ORCA calculation (the ωB97M-V functional and the def2-TZVPD basis) on a 9-piece molecular cluster, C36H45F8NO28S3 overall.

Geometry as XYZ:
```
121
C36H45F8NO28S3 the ωB97M-V functional and the def2-TZVPD basis
O 2.119 -2.758 -2.222
S 1.123 -2.099 -3.019
O -0.022 -2.837 -3.485
C 0.641 -0.614 -2.180
C 1.863 0.317 -2.021
C 1.499 1.555 -1.181
C 2.011 1.464 0.265
C 1.352 2.503 1.165
S 2.077 2.626 2.817
C 1.806 1.009 3.526
S 0.310 0.361 3.628
N 2.956 0.457 4.045
C 2.781 -0.722 4.908
C 4.081 -0.948 5.665
O 5.133 -1.250 4.761
C 5.322 -0.156 3.893
C 4.060 0.187 3.105
C 2.370 0.661 -3.432
C 2.884 -0.597 -4.107
O 1.775 -1.517 -4.338
H -0.114 -0.127 -2.802
H 0.230 -0.919 -1.216
H 2.639 -0.248 -1.493
H 1.974 2.429 -1.638
H 0.417 1.718 -1.189
H 1.859 0.459 0.675
H 3.089 1.663 0.244
H 0.283 2.300 1.273
H 1.490 3.507 0.756
H 2.579 -1.606 4.290
H 1.941 -0.606 5.589
H 3.987 -1.753 6.389
H 4.337 -0.023 6.206
H 5.608 0.733 4.475
H 6.140 -0.389 3.211
H 3.776 -0.659 2.465
H 4.253 1.074 2.501
H 3.195 1.376 -3.367
H 1.549 1.101 -4.007
H 3.615 -1.097 -3.464
H 3.346 -0.430 -5.078
C 5.030 5.521 4.891
C 5.100 6.977 4.475
O 4.305 6.982 3.295
C 3.417 5.963 3.380
O 2.470 5.837 2.672
O 3.755 5.120 4.374
F 6.361 7.363 4.162
H 5.813 4.942 4.399
H 5.067 5.365 5.965
H 4.676 7.676 5.192
C 0.208 7.014 4.468
C -0.343 6.551 5.804
O 0.839 6.310 6.551
C 1.826 7.091 6.039
O 2.871 7.284 6.566
O 1.453 7.610 4.855
F -1.040 5.395 5.683
H 0.409 6.162 3.817
H -0.417 7.739 3.956
H -0.955 7.281 6.336
C 0.383 3.085 7.201
C 1.758 2.592 6.833
O 2.177 1.940 8.013
C 1.055 1.512 8.674
O 1.055 0.737 9.565
O -0.046 2.107 8.154
F 2.604 3.618 6.559
H 0.453 4.062 7.679
H -0.303 3.134 6.361
H 1.778 1.892 5.997
C -2.662 -5.159 -1.858
C -3.062 -4.062 -2.821
O -4.159 -3.456 -2.144
C -3.991 -3.658 -0.810
O -4.592 -3.084 0.033
O -3.041 -4.592 -0.595
F -3.490 -4.542 -4.009
H -3.242 -6.064 -2.041
H -1.600 -5.384 -1.870
H -2.289 -3.313 -2.995
C -6.872 -2.156 -3.656
C -8.035 -2.741 -2.882
O -8.963 -3.035 -3.907
C -8.268 -3.245 -5.063
O -8.717 -3.731 -6.042
O -6.989 -2.825 -4.915
F -8.585 -1.854 -2.018
H -7.007 -1.083 -3.801
H -5.908 -2.352 -3.200
H -7.803 -3.658 -2.338
C -0.134 -3.450 -6.868
C 0.038 -1.947 -6.932
O -0.968 -1.564 -7.852
C -1.957 -2.502 -7.806
O -3.033 -2.367 -8.280
O -1.533 -3.594 -7.139
F 1.250 -1.577 -7.415
H 0.441 -3.937 -7.657
H 0.114 -3.876 -5.901
H -0.130 -1.440 -5.983
C -1.696 -3.540 4.361
C -2.131 -4.091 5.704
O -0.914 -4.129 6.425
C -0.086 -3.184 5.904
O 0.912 -2.804 6.415
O -0.570 -2.738 4.724
F -2.638 -5.343 5.614
H -1.374 -4.346 3.700
H -2.448 -2.937 3.863
H -2.843 -3.465 6.245
C -3.037 -2.063 -11.734
C -4.413 -2.490 -12.198
O -4.122 -3.605 -13.019
C -2.950 -4.154 -12.590
O -2.545 -5.218 -12.907
O -2.325 -3.304 -11.742
F -5.032 -1.537 -12.938
H -2.580 -1.379 -12.451
H -3.028 -1.627 -10.739
H -5.085 -2.802 -11.397
```

Results
LUMO, hartree: -0.013
Gap between HOMO and LUMO, eV: 8.404
Structure (SMILES): O=S1(=O)C[C@H](CCCSC(=S)N2CCOCC2)CCO1.O=C1OC[C@@H](F)O1.O=C1OC[C@@H](F)O1.O=C1OC[C@@H](F)O1.O=C1OC[C@@H](F)O1.O=C1OC[C@@H](F)O1.O=C1OC[C@@H](F)O1.O=C1OC[C@@H](F)O1.O=C1OC[C@@H](F)O1
Molar mass, g mol⁻¹: 1187.920

***

ORCA calculation (the ωB97M-V functional and the def2-TZVPD basis) on C36H45N3Zr as an isolated structure.

Geometry as XYZ:
```
85
C36H45N3Zr the ωB97M-V functional and the def2-TZVPD basis
Zr 0.553 -0.311 -0.278
C 3.425 -0.102 -0.118
C 3.594 -0.971 -1.353
C 3.962 -0.149 -2.581
C 2.345 -1.835 -1.520
C 2.198 -3.026 -0.775
C 1.235 -3.967 -1.113
C 0.309 -3.733 -2.140
C -0.655 -4.788 -2.569
C 0.348 -2.483 -2.773
C 1.377 -1.568 -2.511
H 4.245 0.605 0.039
H 3.261 -0.669 0.799
H 2.592 0.669 -0.247
H 4.417 -1.659 -1.136
H 3.226 0.635 -2.788
H 4.052 -0.776 -3.467
H 4.922 0.341 -2.426
H 2.920 -3.263 -0.001
H 1.225 -4.917 -0.591
H -0.920 -5.456 -1.750
H -0.183 -5.406 -3.339
H -1.558 -4.367 -3.008
H -0.357 -2.268 -3.570
H 1.502 -0.713 -3.168
C 0.379 3.887 0.021
C -1.062 3.455 -0.006
C -2.027 4.320 -0.514
C -3.370 3.983 -0.498
C -3.785 2.778 0.049
C -2.866 1.875 0.581
C -3.365 0.607 1.227
C -1.511 2.239 0.520
N -0.515 1.285 0.999
C -0.166 1.304 2.253
C -0.697 2.165 3.318
C 1.050 0.426 2.290
C 2.339 1.140 2.508
N 0.864 -0.816 1.824
C -0.151 -1.544 2.571
C -0.078 -1.567 3.976
C 0.930 -0.871 4.838
C -0.967 -2.422 4.645
C -1.850 -3.238 3.975
C -1.892 -3.219 2.582
C -1.059 -2.372 1.881
C -1.248 -2.249 0.411
H 0.646 4.400 -0.903
H 1.082 3.058 0.159
H 0.555 4.595 0.834
H -1.719 5.277 -0.915
H -4.103 4.672 -0.896
H -4.841 2.541 0.089
H -4.080 0.854 2.012
H -2.579 0.005 1.691
H -3.913 -0.021 0.519
H -0.756 3.205 2.984
H -0.119 2.085 4.235
H -1.728 1.856 3.527
H 2.229 1.783 3.387
H 2.551 1.849 1.697
H 3.177 0.465 2.650
H 1.548 -0.122 4.355
H 1.598 -1.611 5.284
H 0.416 -0.380 5.666
H -0.924 -2.457 5.726
H -2.504 -3.900 4.527
H -2.589 -3.857 2.054
H -1.646 -3.157 -0.050
H -0.303 -2.224 -0.218
H -1.925 -1.429 0.142
N -1.283 0.100 -1.549
C -0.806 0.973 -2.618
C -1.506 1.170 -3.796
C -0.970 2.023 -4.753
C 0.248 2.663 -4.543
C 0.961 2.452 -3.371
C 0.416 1.598 -2.417
H -1.721 -0.733 -1.949
H -1.998 0.604 -0.999
H -2.461 0.686 -3.967
H -1.512 2.196 -5.673
H 0.639 3.331 -5.299
H 1.909 2.945 -3.202
H 1.018 1.516 -1.484
```

Results
LUMO, hartree: -0.534
Total charge: +4
Gap between HOMO and LUMO, eV: 5.104
Molar mass, g mol⁻¹: 611.001
Relative energy (zero: lowest compared OMol25 entry of this formula, charge and spin), kJ/mol: 265.33

***

ORCA calculation (the ωB97M-V functional and the def2-TZVPD basis) on a 2-piece molecular cluster, C36H45N6O overall in a non-equilibrium geometry.

Geometry as XYZ:
```
88
C36H45N6O the ωB97M-V functional and the def2-TZVPD basis
C -1.617 -6.078 0.212
N -1.551 -4.703 -0.236
C -2.476 -4.203 -1.110
O -3.346 -4.859 -1.679
C -2.189 -2.709 -1.264
C -3.439 -1.853 -0.960
C -4.473 -1.998 -2.019
C -4.376 -1.622 -3.353
N -5.479 -2.095 -4.037
C -6.325 -2.759 -3.155
C -7.469 -3.508 -3.406
C -8.059 -4.174 -2.322
C -7.506 -4.083 -1.031
C -6.337 -3.349 -0.790
C -5.732 -2.693 -1.861
N -1.061 -2.500 -0.349
C -0.435 -1.305 -0.242
C 0.461 -0.995 0.781
C 1.274 0.135 0.963
C 2.136 0.189 2.118
C 2.639 1.426 2.586
C 3.259 1.558 3.821
C 3.390 0.439 4.656
C 2.990 -0.821 4.189
C 2.445 -0.961 2.914
C -0.774 -3.692 0.474
C -1.320 -3.538 1.905
C 0.704 -4.105 0.482
H -2.181 -6.663 -0.519
H -0.602 -6.478 0.300
H -2.105 -6.162 1.193
H -1.862 -2.531 -2.307
H -3.865 -2.171 0.008
H -3.117 -0.803 -0.867
H -3.576 -1.078 -3.842
H -5.648 -1.971 -5.030
H -7.865 -3.556 -4.421
H -8.957 -4.773 -2.479
H -7.991 -4.603 -0.204
H -5.875 -3.277 0.196
H -0.690 -0.555 -0.999
H 0.503 -1.726 1.587
H 1.187 0.980 0.295
H 2.475 2.284 1.937
H 3.631 2.531 4.139
H 3.816 0.549 5.654
H 3.112 -1.700 4.824
H 2.239 -1.966 2.535
H -2.414 -3.430 1.880
H -1.058 -4.431 2.488
H -0.898 -2.660 2.402
H 1.020 -4.343 -0.542
H 1.342 -3.310 0.869
H 0.824 -4.991 1.117
C 1.030 5.450 2.497
N 1.965 4.681 1.684
C 3.314 4.570 2.214
C 1.588 4.103 0.488
N 1.975 2.872 0.155
C 2.401 2.636 -1.217
C 3.889 2.386 -1.369
C 4.372 1.079 -1.446
C 5.738 0.850 -1.637
C 6.622 1.931 -1.749
C 6.138 3.241 -1.646
C 4.769 3.468 -1.457
N 0.765 4.882 -0.288
C 0.895 6.340 -0.316
C -0.088 4.317 -1.323
H 0.043 5.464 2.024
H 0.936 4.974 3.484
H 1.390 6.480 2.642
H 3.852 3.765 1.705
H 3.864 5.515 2.062
H 3.272 4.367 3.291
H 1.858 1.751 -1.576
H 2.133 3.484 -1.871
H 3.667 0.248 -1.354
H 6.105 -0.175 -1.706
H 7.685 1.750 -1.921
H 6.823 4.088 -1.722
H 4.372 4.486 -1.390
H 1.879 6.654 0.060
H 0.794 6.682 -1.355
H 0.109 6.822 0.283
H -0.080 3.227 -1.244
H -1.115 4.679 -1.183
H 0.259 4.625 -2.321
```

Results
LUMO, hartree: -0.161
Total charge: +1
Gap between HOMO and LUMO, eV: 5.317
Molar mass, g mol⁻¹: 577.797

***

ORCA calculation (the ωB97M-V functional and the def2-TZVPD basis) on C36H46AsAuBCl3F4GeN4PSi as an isolated structure.

Geometry as XYZ:
```
99
C36H46AsAuBCl3F4GeN4PSi the ωB97M-V functional and the def2-TZVPD basis
Au 1.089 1.008 -0.456
C 4.267 0.329 -1.673
N 5.721 0.139 -1.584
C 6.269 1.243 -0.781
N 5.690 1.305 0.562
C 4.236 1.477 0.431
N 3.633 0.366 -0.347
C 3.940 -0.896 0.355
N 5.387 -1.112 0.486
C 5.973 -1.110 -0.855
C 5.941 0.026 1.239
H 3.835 -0.496 -2.246
H 4.055 1.265 -2.190
H 6.067 2.184 -1.297
H 7.350 1.112 -0.699
H 4.033 2.415 -0.088
H 3.774 1.501 1.416
H 3.512 -1.720 -0.214
H 3.494 -0.867 1.349
H 5.553 -1.940 -1.427
H 7.052 -1.256 -0.772
H 7.018 -0.112 1.346
H 5.478 0.052 2.224
C -2.127 0.769 -0.477
C -3.561 0.286 -0.314
As -4.968 1.656 0.014
C -4.086 2.594 1.484
C -4.409 2.154 2.767
C -3.781 2.695 3.881
C -2.821 3.686 3.723
C -2.502 4.141 2.450
C -3.136 3.602 1.335
C -4.668 2.856 -1.493
C -4.236 2.395 -2.732
C -4.156 3.256 -3.820
C -4.500 4.592 -3.679
C -4.944 5.061 -2.448
C -5.039 4.195 -1.368
P -0.734 -0.638 -0.211
C -1.412 -1.685 -1.554
C -2.511 -2.533 -1.440
C -2.975 -3.235 -2.546
C -2.356 -3.091 -3.780
C -1.264 -2.239 -3.906
C -0.795 -1.544 -2.799
C -1.362 -1.129 1.443
C -1.625 -2.460 1.769
C -1.996 -2.809 3.060
C -2.066 -1.835 4.047
C -1.773 -0.515 3.735
C -1.436 -0.158 2.438
H -1.854 1.530 0.247
H -1.907 1.173 -1.462
H -3.659 -0.361 0.561
H -3.897 -0.294 -1.174
H -5.148 1.370 2.894
H -4.029 2.331 4.872
H -2.316 4.097 4.589
H -1.739 4.896 2.316
H -2.854 3.945 0.349
H -3.957 1.356 -2.860
H -3.800 2.885 -4.774
H -4.414 5.268 -4.522
H -5.214 6.104 -2.329
H -5.388 4.568 -0.411
H -3.012 -2.648 -0.488
H -3.827 -3.896 -2.441
H -2.721 -3.640 -4.640
H -0.776 -2.121 -4.867
H 0.063 -0.882 -2.895
H -1.523 -3.231 1.016
H -2.199 -3.846 3.302
H -2.319 -2.109 5.064
H -1.782 0.241 4.510
H -1.173 0.871 2.222
Cl -0.423 3.971 -2.195
Si 1.224 3.247 -1.107
Cl 1.447 4.666 0.408
Cl 2.811 3.747 -2.415
C 2.630 -4.127 1.036
Ge 1.330 -3.576 -0.313
C -0.100 -4.917 -0.320
C 2.095 -3.664 -2.120
C 0.833 -1.745 0.106
H 2.563 -5.208 1.188
H 2.399 -3.620 1.978
H 3.656 -3.872 0.759
H 0.327 -5.832 -0.737
H -0.946 -4.613 -0.940
H -0.450 -5.128 0.692
H 2.545 -4.650 -2.278
H 2.859 -2.901 -2.286
H 1.297 -3.523 -2.854
H 1.352 -1.379 0.998
F 1.615 -1.260 3.261
B 1.969 0.104 3.419
F 1.559 0.813 2.228
F 3.384 0.212 3.523
F 1.338 0.667 4.534
```

Results
LUMO (spin up / spin down), hartree: 0.085 / 0.034
Total charge: -1
Gap between HOMO and LUMO (spin up / spin down), eV: 6.447 / 6.439
Molar mass, g mol⁻¹: 1131.514
Multiplicity: 3
Relative energy (zero: lowest compared OMol25 entry of this formula, charge and spin), kJ/mol: 54.21

***

ORCA calculation (the ωB97M-V functional and the def2-TZVPD basis) on C36H46AuBrN3O6SbSi3 as an isolated structure in a non-equilibrium geometry.

Geometry as XYZ:
```
97
C36H46AuBrN3O6SbSi3 the ωB97M-V functional and the def2-TZVPD basis
Au 0.169 -0.563 0.320
C -1.864 0.311 -3.195
Sb -0.653 -1.432 -3.057
C -1.098 -1.800 -0.980
C -0.424 -3.009 -0.390
C -0.541 -4.356 -0.673
C 0.228 -5.226 0.085
C 1.074 -4.743 1.080
C 1.122 -3.385 1.318
N 0.360 -2.568 0.591
Si -2.873 -1.607 -0.302
C -3.924 -2.622 -1.439
C -2.895 -2.339 1.388
C -3.434 0.137 -0.231
C 1.444 -0.753 -3.450
C 2.475 -0.380 -2.364
C 3.692 0.200 -2.750
C 4.678 0.467 -1.824
C 4.465 0.127 -0.498
C 3.254 -0.445 -0.182
N 2.274 -0.677 -1.078
Si 1.254 0.680 -4.705
C 2.745 0.981 -5.782
C 0.965 2.253 -3.782
C -0.089 0.309 -5.968
Si 2.144 -2.369 -4.203
C 1.907 -3.718 -2.952
C 1.332 -2.825 -5.799
C 3.969 -2.318 -4.539
H -2.876 -0.062 -3.364
H -1.580 0.900 -4.053
H -1.809 0.914 -2.294
H -1.195 -4.702 -1.463
H 0.171 -6.290 -0.106
H 1.679 -5.411 1.676
H 1.723 -2.924 2.091
H -3.757 -3.693 -1.286
H -3.747 -2.395 -2.494
H -4.978 -2.411 -1.224
H -2.489 -3.356 1.401
H -3.934 -2.390 1.732
H -2.323 -1.720 2.088
H -3.833 0.494 -1.180
H -2.638 0.817 0.083
H -4.233 0.185 0.517
H 3.872 0.422 -3.789
H 5.607 0.924 -2.141
H 5.203 0.309 0.271
H 3.021 -0.707 0.849
H 3.532 1.554 -5.288
H 2.381 1.584 -6.622
H 3.179 0.074 -6.204
H 1.789 2.429 -3.083
H 0.042 2.269 -3.202
H 0.946 3.083 -4.497
H 0.390 0.040 -6.913
H -0.683 1.212 -6.143
H -0.790 -0.492 -5.732
H 0.910 -4.163 -3.009
H 2.055 -3.345 -1.930
H 2.642 -4.510 -3.128
H 0.243 -2.856 -5.741
H 1.680 -3.828 -6.074
H 1.617 -2.143 -6.604
H 4.560 -2.194 -3.631
H 4.282 -1.558 -5.255
H 4.217 -3.298 -4.966
Br -1.558 2.087 4.293
C -0.332 0.987 5.227
C -0.297 1.161 6.606
C 0.598 0.439 7.381
C 1.477 -0.446 6.768
C 1.436 -0.593 5.391
C 0.524 0.106 4.596
C 0.541 -0.158 3.106
O 1.615 -0.519 2.574
O -0.533 0.002 2.474
H -0.972 1.870 7.063
H 0.614 0.581 8.455
H 2.190 -1.010 7.355
H 2.123 -1.255 4.884
O -1.320 3.112 -0.460
C -0.372 2.422 -0.157
O -0.262 1.176 -0.564
C 0.783 3.022 0.603
C 0.949 4.400 0.507
C 2.011 5.031 1.138
C 2.878 4.250 1.870
C 2.736 2.889 2.010
C 1.678 2.272 1.356
N 4.035 4.916 2.551
O 4.829 4.206 3.127
O 4.111 6.122 2.469
H 0.230 4.970 -0.065
H 2.164 6.098 1.074
H 3.432 2.328 2.617
H 1.565 1.200 1.487
```

Results
LUMO, hartree: -0.047
Gap between HOMO and LUMO, eV: 6.616
Molar mass, g mol⁻¹: 1099.668
Relative energy (zero: lowest compared OMol25 entry of this formula, charge and spin), kJ/mol: 0.00

***

Q: What is the molar mass in the fifth record?
A: 1099.668 g mol⁻¹

***

Q: Which of these has the lowest molar mass?
A: C36H45N6O